[1]
The following is a DFT calculation (wB97M-V/def2-TZVPD) of a structure of composition C33H32F6NO3P2PtS in a non-equilibrium geometry.

Multiplicity   2
LUMO level (spin up / spin down)   -2.22 / -2.25 eV
Energy relative to the best compared isomer or geometry (same formula, charge and spin)   80.2 kcal/mol
Gap between HOMO and LUMO (spin up / spin down)   6.20 / 6.22 eV
Charge   0
<S²>   0.7559

Last column: Mulliken charge in e.
Cartesian coordinates (Å):
Pt -0.10 0.28 -0.73  3.01
S -3.26 5.10 -6.90  -0.17
P 2.06 -0.04 0.19  1.82
P -1.43 3.16 0.18  1.33
F -0.87 1.85 1.06  -0.34
F -0.70 4.14 1.21  -0.42
F -2.77 3.14 1.03  -0.40
F -1.93 4.37 -0.73  -0.39
F -2.08 2.08 -0.87  -0.44
F -0.04 3.07 -0.70  -0.27
O -0.70 -1.14 2.09  -0.68
O -1.12 -1.56 -0.29  -0.94
O -4.63 7.13 -6.10  -0.52
N 0.45 -0.47 1.96  0.31
C 4.06 1.46 1.46  -0.51
C -3.19 -0.72 0.70  -1.83
C 0.12 0.41 -2.68  -1.33
C -0.92 2.06 -4.45  0.19
C 2.83 1.98 -1.53  0.20
C 3.03 0.63 -1.21  -0.02
C 3.48 2.56 -2.60  -0.73
C 2.26 -4.00 -0.68  -0.87
C 3.40 -4.41 -0.01  -0.57
C -1.28 4.34 -5.13  -0.65
C 4.11 -3.51 0.78  -0.77
C -2.53 -1.60 -0.36  1.61
C 1.83 -2.68 -0.58  0.01
C -2.94 -3.06 -0.11  -1.91
C 3.70 -2.20 0.88  -0.25
C -4.13 6.13 -5.68  0.68
C 4.66 2.05 2.57  -0.76
C 3.90 -0.12 -1.99  -0.85
C 2.83 1.34 3.96  -1.01
C 4.36 1.80 -3.37  -0.68
C 2.85 0.79 1.60  0.10
C -0.58 3.42 -4.38  -0.18
C -0.31 1.16 -3.54  0.81
C -2.33 3.92 -5.95  -0.03
C 0.95 0.04 3.00  -0.91
C 2.23 0.73 2.86  0.35
C -4.25 5.62 -4.28  -0.84
C 4.04 2.00 3.81  -0.67
C 4.57 0.46 -3.05  -0.70
C -1.93 1.64 -5.31  -0.64
C 2.56 -1.78 0.19  0.27
C -2.63 2.56 -6.07  -0.49
C -2.99 -1.18 -1.76  -1.45
H -2.72 -0.14 -1.95  0.08
H 2.17 2.58 -0.91  0.46
H -1.02 5.39 -5.09  0.49
H 4.55 1.50 0.50  0.47
H 5.61 2.54 2.46  0.45
H 4.07 -1.17 -1.75  0.32
H -2.97 -1.10 1.70  0.55
H 3.31 3.60 -2.85  0.45
H 4.25 -1.49 1.49  0.42
H 3.74 -5.44 -0.09  0.40
H 1.69 -4.70 -1.27  0.46
H -2.51 -1.81 -2.51  0.33
H 0.20 3.73 -3.71  0.39
H 5.26 -0.13 -3.64  0.41
H -2.63 -3.37 0.89  0.33
H -2.16 0.58 -5.37  0.49
H 4.50 2.48 4.66  0.41
H -2.84 0.31 0.64  0.43
H -4.27 -0.71 0.56  0.46
H 0.94 -2.35 -1.09  0.25
H -3.42 2.25 -6.73  0.44
H -2.46 -3.71 -0.84  0.36
H 0.45 -0.01 3.97  0.43
H -4.85 4.70 -4.28  0.29
H -4.08 -1.28 -1.85  0.53
H 4.87 2.24 -4.21  0.38
H -4.02 -3.16 -0.20  0.42
H 4.99 -3.84 1.31  0.43
H 2.34 1.30 4.92  0.46
H -3.29 5.37 -3.83  0.20
H -4.75 6.37 -3.67  0.32
H -1.12 -1.18 1.14  0.19

[2]
The following is a DFT calculation (wB97M-V/def2-TZVPD) of a structure of composition C33H32FN5O5Y in a non-equilibrium geometry.

LUMO level   -3.31 eV
Gap between HOMO and LUMO   5.92 eV
Charge   +1

Last column: Mulliken charge in e.
Cartesian coordinates (Å):
Y 0.05 3.71 -0.63  1.24
F 1.40 -2.11 2.72  -0.36
O -0.43 1.70 0.21  -0.59
O -0.88 3.09 -2.41  -0.73
O -1.91 4.25 -0.04  -1.05
O -2.31 1.91 -3.65  -0.73
O 1.67 2.45 -1.28  -0.47
N 0.22 4.64 1.54  0.07
N 1.95 5.11 -0.48  0.03
N 0.42 -4.48 1.46  0.33
N -1.59 -1.60 -1.87  0.33
N -0.18 -6.84 1.95  -0.16
C -2.44 3.61 0.97  0.62
C -2.39 2.81 3.28  -0.69
C 3.09 4.95 -1.05  -0.10
C 1.81 6.15 0.54  -0.92
C 3.23 1.64 -2.84  -0.58
C 5.13 3.01 -3.47  -0.76
C 0.67 -6.77 0.71  -0.75
C 1.38 5.47 1.85  -0.80
C -0.58 -3.02 -0.18  -0.50
C -3.24 -3.52 -1.96  -0.44
C -2.11 -2.74 -2.58  -0.32
C -0.42 -0.61 -0.03  0.57
C 2.73 2.65 -1.98  0.22
C 0.62 -2.00 1.62  0.18
C 3.48 3.86 -1.91  0.57
C -3.71 3.00 0.84  -0.41
C 0.56 -6.24 3.11  -0.67
C 0.32 -0.76 1.14  -0.45
C -0.53 4.17 2.47  -0.42
C 0.16 -3.16 0.98  -1.36
C -3.48 -2.65 -3.16  -1.00
C -1.78 3.50 2.23  0.71
C -1.31 0.80 -1.83  -0.08
C 4.67 4.00 -2.64  -0.68
C 4.38 1.82 -3.56  -0.48
C -1.74 -0.36 -2.39  -0.77
C -1.55 2.04 -2.71  0.53
C -3.61 2.19 3.13  -0.70
C -0.87 -1.76 -0.70  -0.34
C -4.26 2.30 1.89  -0.51
C 1.25 -5.35 0.62  -0.62
C -0.71 0.74 -0.53  1.63
C 0.67 -4.72 2.87  -0.71
H 6.04 3.13 -4.03  0.40
H -3.25 -4.59 -2.09  0.31
H 1.66 -4.40 3.20  0.44
H -0.97 -3.91 -0.67  0.71
H -1.36 -3.29 -3.14  0.45
H -0.24 4.30 3.52  0.39
H 1.22 -5.00 -0.41  0.52
H -1.88 2.76 4.24  0.38
H 2.74 6.70 0.69  0.42
H -0.49 -7.79 2.14  0.32
H -4.22 3.11 -0.11  0.50
H 5.23 4.93 -2.54  0.34
H 1.14 6.22 2.60  0.45
H -2.25 -0.30 -3.34  0.79
H 0.68 0.13 1.65  0.69
H 1.03 6.85 0.24  0.29
H -1.00 -6.25 1.78  0.38
H 0.02 -6.48 4.03  0.37
H -3.62 -3.16 -1.01  0.24
H 2.66 0.73 -2.91  0.43
H -0.07 -4.19 3.46  0.49
H -4.07 1.65 3.94  0.43
H 0.03 -7.02 -0.13  0.41
H -3.65 -3.12 -4.12  0.25
H -5.24 1.84 1.76  0.41
H 4.73 1.03 -4.22  0.38
H 1.53 -6.74 3.14  0.35
H 2.29 -5.33 0.95  0.31
H 3.87 5.71 -0.87  0.22
H 2.21 4.86 2.22  0.34
H -4.03 -1.73 -3.01  0.35
H 1.45 -7.53 0.81  0.37

[3]
The following is a DFT calculation (wB97M-V/def2-TZVPD) of a structure of composition C33H32KN5O9.

LUMO level   4.03 eV
Energy relative to the best compared isomer or geometry (same formula, charge and spin)   0.0 kcal/mol
Gap between HOMO and LUMO   6.08 eV
Charge   -2

Last column: Mulliken charge in e.
Cartesian coordinates (Å):
K 0.14 0.26 0.23  0.86
O 0.39 0.96 -4.23  -0.88
O -3.50 0.81 -2.03  -0.86
O 0.19 2.86 0.92  -0.60
O -0.85 4.46 -0.24  -0.41
O -2.50 -0.11 -0.23  -0.59
O -0.28 1.30 -2.12  -0.48
O 2.55 -0.21 -1.12  0.72
O 4.01 1.09 0.94  -0.80
O -0.21 -2.01 -1.43  0.16
N -3.45 0.32 4.73  -0.55
N 1.20 3.72 -0.93  -0.16
N -1.27 -1.47 2.65  0.06
N 1.38 -1.82 1.98  -0.55
N 2.12 2.68 -1.17  -0.40
C 0.09 -1.82 -2.82  0.03
C -2.87 0.08 3.55  0.16
C -0.80 -2.70 2.45  0.21
C -1.26 4.62 -1.59  -0.70
C -1.52 -3.55 -2.52  -1.00
C -0.23 0.65 -3.20  -0.38
C 0.52 -2.82 1.77  1.00
C 7.42 0.34 0.08  -0.33
C -1.47 -3.84 2.91  -0.63
C -2.67 -3.67 3.58  -0.61
C 2.56 -1.85 1.37  -0.51
C -2.14 -1.11 -2.38  0.08
C -2.41 -1.32 3.32  0.65
C 2.95 -2.90 0.54  -0.50
C -2.69 1.05 2.57  0.03
C -3.09 2.34 2.85  -0.67
C 0.83 -3.91 0.96  -0.46
C 6.32 0.72 0.80  -0.80
C -1.60 -2.32 -1.60  0.12
C 2.07 -3.94 0.34  -0.66
C -2.75 -0.01 -1.47  -0.23
C 3.58 0.00 -1.75  0.50
C 4.98 0.69 0.26  0.32
C -0.92 -0.74 -3.27  0.45
C 3.51 0.05 -3.27  -1.62
C -3.83 1.57 4.98  -0.32
C 6.05 -0.18 -1.80  -0.84
C -3.15 -2.39 3.80  -0.71
C 7.31 -0.12 -1.24  -0.74
C -3.67 2.61 4.08  -0.51
C 4.89 0.17 -1.09  0.79
C -0.30 -3.18 -3.41  -0.87
C 0.20 3.61 -0.03  0.66
H -3.22 -4.53 3.95  0.40
H -2.31 0.77 1.59  0.27
H -4.06 -2.21 4.35  0.47
H -0.65 5.37 -2.12  0.31
H 2.55 2.38 -0.29  0.30
H -2.44 -3.69 -3.09  0.42
H 3.68 -0.95 -3.67  0.40
H -3.98 3.61 4.35  0.37
H -1.15 -0.88 -4.33  0.55
H 2.32 -4.75 -0.33  0.35
H -4.30 1.74 5.95  0.37
H 3.20 -0.98 1.51  0.54
H 6.42 1.09 1.81  0.38
H -1.23 3.67 -2.12  0.21
H -2.95 3.12 2.11  0.51
H 2.51 0.37 -3.57  0.05
H 8.41 0.39 0.54  0.31
H 1.08 4.32 -1.73  0.28
H -1.04 -4.82 2.75  0.43
H -2.29 4.99 -1.56  0.28
H -2.97 -1.42 -3.03  0.31
H -0.54 -3.12 -4.47  0.37
H -2.07 -2.47 -0.63  0.48
H 0.09 -4.67 0.77  0.27
H 0.51 -3.90 -3.28  0.30
H 4.25 0.72 -3.69  0.51
H 5.94 -0.53 -2.82  0.28
H 8.18 -0.42 -1.81  0.36
H 3.91 -2.85 0.04  0.51
H 1.14 -1.54 -2.93  -0.31
H -1.34 -4.45 -1.94  0.27
H 1.56 1.93 -1.58  0.05

[4]
The following is a DFT calculation (wB97M-V/def2-TZVPD) of a structure of composition C33H32N4OPS2Se2Ti in a non-equilibrium geometry.

Multiplicity   2
LUMO level (spin up / spin down)   0.32 / -0.05 eV
Energy relative to the best compared isomer or geometry (same formula, charge and spin)   0.0 kcal/mol
Gap between HOMO and LUMO (spin up / spin down)   7.79 / 7.89 eV
Charge   0
<S²>   0.7566

Last column: Mulliken charge in e.
Cartesian coordinates (Å):
Se 0.59 -0.91 1.75  -0.58
Se -2.00 -1.37 -0.71  -0.46
Ti 0.61 -0.27 -0.92  0.50
S -2.66 2.47 -1.49  -0.03
S -0.34 0.98 -2.80  -0.56
P -1.46 -1.52 1.36  1.09
O 2.46 -0.31 -1.11  -0.35
N 0.87 -2.51 -1.44  0.79
N 1.07 -3.41 -0.46  0.18
N -0.38 2.14 -0.32  -0.92
N 0.93 1.60 -0.30  1.34
C -1.66 -3.21 1.99  0.43
C 1.27 -4.54 -2.31  -1.26
C 0.76 5.58 -3.00  -0.75
C -1.45 4.67 -2.69  0.71
C -2.44 3.57 -2.92  -1.45
C 3.23 1.59 0.16  0.27
C -0.82 6.75 -1.63  -0.58
C -1.43 -4.79 3.80  -0.68
C -1.76 5.76 -1.88  -0.30
C -2.27 -5.52 1.68  -0.69
C 4.31 2.21 0.79  -0.81
C 1.49 -5.80 -0.01  -1.34
C -2.15 -4.23 1.18  -0.39
C 0.84 -2.51 -3.90  -1.31
C 1.01 -3.18 -2.58  0.43
C -4.78 -0.18 3.30  -0.59
C 5.76 0.41 0.17  -0.44
C 1.91 2.27 0.17  0.97
C 4.71 -0.22 -0.47  -0.61
C -4.43 1.12 3.64  -0.51
C -1.92 -5.80 2.98  -0.44
C 1.76 3.66 0.69  -1.88
C -0.99 1.86 -1.43  0.26
C 0.44 6.66 -2.20  -0.43
C -3.18 1.61 3.32  -0.73
C 1.30 -4.64 -0.93  0.73
C 5.57 1.64 0.81  -0.96
C -1.30 -3.50 3.31  -0.49
C -0.18 4.59 -3.25  -0.11
C -2.26 0.80 2.67  -0.12
C -2.60 -0.51 2.33  0.54
C 3.44 0.35 -0.48  0.46
C -3.87 -0.99 2.65  -0.54
H -2.16 2.97 -3.78  0.45
H -2.02 -6.81 3.37  0.40
H 1.18 7.44 -2.01  0.40
H 2.31 -6.43 -0.35  0.38
H 1.34 -3.08 -4.68  0.38
H -2.42 -4.00 0.16  0.32
H -2.74 5.82 -1.42  0.37
H -0.90 -2.72 3.95  0.38
H 4.85 -1.17 -0.97  0.48
H 1.27 -1.51 -3.89  0.23
H -4.15 -2.01 2.38  0.36
H -0.22 -2.42 -4.16  0.23
H -5.76 -0.57 3.55  0.40
H 4.16 3.17 1.28  0.37
H -1.08 7.59 -1.00  0.39
H 1.73 -5.45 1.00  0.34
H 1.05 -3.07 0.50  -0.11
H -1.28 1.18 2.41  0.15
H -1.15 -5.00 4.83  0.42
H 0.73 3.99 0.60  0.32
H -3.44 3.96 -3.10  0.54
H -2.91 2.63 3.57  0.41
H 1.75 5.51 -3.45  0.41
H 2.07 3.71 1.74  0.44
H 1.41 -5.33 -3.03  0.47
H 0.59 -6.41 0.05  0.23
H 6.74 -0.05 0.17  0.40
H 6.39 2.13 1.30  0.41
H 2.40 4.34 0.13  0.44
H -2.65 -6.31 1.03  0.44
H 0.07 3.75 -3.87  0.38
H -5.15 1.75 4.15  0.38

[5]
The following is a DFT calculation (wB97M-V/def2-TZVPD) of a structure of composition C33H32NOP2Sn in a non-equilibrium geometry.

LUMO level (spin up / spin down)   -11.50 / -11.14 eV
Gap between HOMO and LUMO (spin up / spin down)   5.29 / 5.25 eV
Charge   +3

Last column: Mulliken charge in e.
Cartesian coordinates (Å):
Sn 0.09 -0.27 -0.45  0.80
P -2.57 -0.62 0.14  0.73
P 2.73 -0.45 0.20  0.79
O 0.05 1.96 0.04  -0.50
N 0.04 -0.64 1.75  0.21
C -5.07 -3.97 -1.68  -0.55
C -1.02 -1.27 2.39  0.10
C -5.12 3.21 -0.36  -0.55
C 5.88 -2.97 -0.06  -0.69
C -2.45 -1.10 1.95  -0.57
C -4.09 1.57 1.11  -0.50
C -3.87 1.37 -1.27  -0.85
C -4.61 2.54 -1.47  -0.49
C 3.31 2.22 0.30  -0.44
C -0.56 3.23 -1.91  -1.04
C -3.55 0.89 0.01  1.02
C 0.85 -1.92 3.43  -1.06
C 3.99 3.40 -0.02  -0.70
C 5.35 -4.14 -0.63  -0.58
C -5.66 -2.89 -1.06  -0.66
C -0.26 3.06 -0.46  0.91
C 3.98 -4.16 -0.89  -0.46
C 1.22 -1.05 2.40  0.51
C -0.22 4.31 0.43  -1.34
C 3.16 -3.09 -0.64  -0.54
C -3.69 -4.04 -1.82  -0.48
C 5.06 -1.88 0.15  -0.53
C 4.62 1.02 -1.37  -0.36
C 5.26 2.22 -1.69  -0.63
C 4.98 3.40 -1.01  -0.56
C 3.70 -1.92 -0.11  0.53
C -3.48 -1.94 -0.69  0.50
C 3.66 1.02 -0.32  0.60
C -4.81 2.75 0.94  -0.69
C -2.86 -3.02 -1.37  -0.38
C -4.88 -1.90 -0.47  -0.53
C -0.54 -1.98 3.50  -0.88
C 2.57 -0.52 2.08  -0.53
H 2.54 2.18 1.09  0.14
H 5.46 -0.94 0.46  0.61
H -1.77 -3.03 -1.45  0.28
H 0.58 5.00 0.14  0.37
H -5.05 3.33 1.82  0.46
H -5.66 -4.73 -2.14  0.44
H 6.08 2.18 -2.45  0.38
H -4.72 2.90 -2.53  0.45
H -3.26 -4.90 -2.36  0.39
H -6.74 -2.78 -1.01  0.43
H 5.96 -5.06 -0.80  0.40
H 3.54 -5.02 -1.40  0.40
H -2.96 -0.34 2.63  0.37
H -3.95 1.13 2.09  0.24
H -5.77 4.09 -0.47  0.44
H -0.06 3.94 1.45  0.35
H 2.11 -3.06 -0.88  0.39
H -3.52 0.79 -2.12  0.46
H -3.00 -2.06 2.00  0.60
H 2.59 0.50 2.53  0.45
H 3.72 4.32 0.52  0.45
H 0.01 2.53 -2.51  0.38
H 4.89 0.08 -1.85  0.52
H -1.10 -2.50 4.29  0.50
H 3.36 -1.15 2.51  0.50
H -1.62 3.09 -2.12  0.18
H 6.94 -2.84 0.14  0.43
H 1.48 -2.42 4.14  0.53
H -5.27 -1.17 0.20  0.50
H -1.14 4.88 0.35  0.45
H -0.40 4.31 -2.12  0.40
H 5.52 4.32 -1.24  0.45

[6]
The following is a DFT calculation (wB97M-V/def2-TZVPD) of a structure of composition C33H33BBrCaN4O9.

LUMO level   2.14 eV
Energy relative to the best compared isomer or geometry (same formula, charge and spin)   2.4 kcal/mol
Gap between HOMO and LUMO   6.49 eV
Charge   -1

Last column: Mulliken charge in e.
Cartesian coordinates (Å):
Br -1.59 4.73 3.18  -0.19
Ca 0.93 -1.37 -0.65  1.75
O 2.90 2.37 -0.82  -0.53
O 4.28 -2.62 -2.32  -0.55
O 0.53 -1.21 3.75  -0.78
O 0.75 -1.40 1.54  -0.65
O -0.44 0.28 -1.36  -0.66
O 4.19 3.71 0.26  -0.70
O 3.83 -0.67 -1.23  0.40
O -5.98 -1.59 -4.19  -0.71
O -0.47 2.51 -1.62  -0.78
N -4.12 -1.62 -2.91  -0.06
N -1.24 -2.65 -0.96  -0.53
N 3.37 2.81 0.20  1.11
N -6.25 -1.15 -1.99  -0.05
C -3.17 -3.26 0.28  -0.84
C -1.18 2.89 1.05  -0.57
C -5.44 2.21 2.58  -1.24
C -0.66 1.49 -0.97  -0.22
C 6.37 -2.12 -3.42  -1.78
C -5.60 1.30 1.39  0.44
C -1.54 0.52 1.21  0.97
C -1.80 -3.19 0.13  -0.50
C -5.95 -0.33 -0.87  -0.19
C -4.00 -2.75 -0.71  -0.13
C 2.17 1.05 1.43  1.23
C 4.87 0.34 -3.13  -2.07
C -6.85 -0.39 0.20  -0.49
C -4.87 0.53 -0.79  -0.04
C 6.26 -2.59 -0.97  -1.94
C 6.02 0.29 -0.92  -1.72
C 0.95 -0.84 2.66  -0.33
C 2.97 2.17 1.47  -0.60
C 5.12 -0.48 -1.86  1.45
C 1.79 0.44 2.62  0.35
C 2.22 0.99 3.82  -0.66
C -1.56 3.01 2.37  -0.17
C -5.48 -1.45 -3.09  0.21
C -1.90 1.90 3.14  -0.87
C -1.16 1.63 0.46  0.44
C 3.42 2.72 2.66  -0.64
C -1.90 0.65 2.54  -0.45
C 5.55 -1.94 -2.16  1.67
C 3.03 2.12 3.85  -0.68
C -4.70 1.33 0.33  -0.46
C -3.42 -2.17 -1.83  0.28
C -2.03 -2.15 -1.90  -0.11
C -6.67 0.42 1.30  -0.79
B 3.28 -1.91 -1.64  -0.34
H 4.05 3.60 2.64  0.53
H 5.65 1.31 -0.80  0.42
H -0.89 3.74 0.45  0.66
H -1.54 -1.67 -2.74  0.29
H 5.82 -1.79 -4.30  0.33
H -4.15 0.59 -1.60  0.62
H -3.65 -1.68 -3.80  0.24
H -2.14 -0.22 3.13  0.45
H 7.30 -1.54 -3.35  0.32
H 6.63 -3.17 -3.54  0.46
H -4.41 2.57 2.66  0.11
H -7.38 0.36 2.12  0.37
H -3.84 1.99 0.37  0.57
H 3.35 2.54 4.79  0.41
H -3.59 -3.70 1.17  0.44
H -6.10 3.08 2.48  0.38
H -7.68 -1.08 0.15  0.42
H 1.91 0.51 4.73  0.52
H 7.26 -2.18 -0.83  0.29
H 5.68 -2.45 -0.06  0.29
H 4.23 -0.21 -3.82  0.41
H -5.07 -2.81 -0.60  0.50
H 1.84 0.71 0.46  0.12
H -1.12 -3.53 0.90  0.45
H -2.16 2.02 4.18  0.54
H -1.53 -0.46 0.74  -0.06
H -7.23 -1.15 -2.26  0.29
H 4.37 1.26 -2.85  0.46
H -5.69 1.70 3.50  0.33
H 7.04 0.35 -1.32  0.34
H 6.34 -3.66 -1.16  0.54
H 6.06 -0.18 0.06  0.33
H 5.81 0.59 -3.63  0.33